Entry w
Computed, not measured: a gas-phase ion, C6H10 (charge -1), with the ωB97M-V functional and the def2-TZVPD basis.

Positions of all 16 atoms, in Å:
C -1.881 0.040 -0.445
C -0.594 -0.278 0.241
C -0.582 -1.116 1.360
C 0.638 1.276 -1.240
C 0.584 0.307 -0.218
C 1.916 -0.185 0.306
H -1.727 0.257 -1.505
H -2.622 -0.760 -0.371
H -2.327 0.964 -0.061
H 0.256 -1.127 2.019
H -1.506 -1.590 1.680
H 1.429 2.014 -1.238
H -0.243 1.583 -1.795
H 1.968 -1.255 0.084
H 2.692 0.259 -0.322
H 2.087 0.029 1.360

Calculated values
HOMO energy (spin up / spin down) ... 0.081 / -2.348 eV
Lowest unoccupied orbital energy (spin up / spin down) ... 4.55 / 4.47 eV
Spin multiplicity ... 2
Net charge ... -1
Kohn-Sham gap (spin up / spin down) ... 4.47 / 6.81 eV

---

Entry x
Computed, not measured: a gas-phase ion, C6H10 (charge -1), with the ωB97M-V functional and the def2-TZVPD basis.

Positions of all 16 atoms, in Å:
C -0.825 -2.170 1.807
C 0.081 -1.369 1.043
C -0.182 -0.002 0.977
C 0.216 1.005 -0.010
C 0.121 0.842 -1.367
C 0.716 2.042 -2.150
H -1.554 -1.731 2.649
H -0.289 -3.078 2.316
H -1.558 -2.638 1.172
H 0.684 -1.987 0.440
H -0.919 0.351 1.576
H 0.969 1.704 0.390
H -0.322 0.156 -2.082
H 0.148 2.308 -3.127
H 0.853 2.941 -1.480
H 1.860 1.627 -2.155

Calculated values
HOMO energy (spin up / spin down) ... 1.080 / -3.028 eV
Lowest unoccupied orbital energy (spin up / spin down) ... 4.55 / 4.48 eV
Spin multiplicity ... 2
Net charge ... -1
Kohn-Sham gap (spin up / spin down) ... 3.47 / 7.51 eV

---

The computed energies, referenced to the most stable structure and given in hartree, are entry w 0.0000; entry x 0.0964.

---

Entry w
Computed, not measured: C5H3N in the gas phase, with the ωB97M-V functional and the def2-TZVPD basis.

Positions of all 9 atoms, in Å:
C -0.061 0.499 0.142
C -0.520 1.495 -0.361
C -0.448 3.490 -1.446
C 0.100 -1.908 0.365
C 0.558 -0.683 0.559
N -0.860 2.566 -0.901
H 0.545 -2.714 0.816
H -0.791 -2.083 -0.322
H 1.477 -0.663 1.148

Calculated values
HOMO energy (spin up / spin down) ... -5.857 / -10.429 eV
Lowest unoccupied orbital energy (spin up / spin down) ... 0.76 / -3.04 eV
Spin multiplicity ... 3
Net charge ... 0
Kohn-Sham gap (spin up / spin down) ... 6.61 / 7.39 eV

---

Entry x
Computed, not measured: C5H3N in the gas phase, with the ωB97M-V functional and the def2-TZVPD basis.

Positions of all 9 atoms, in Å:
C 0.412 0.011 0.007
C -0.641 -1.024 -0.003
C 1.890 -0.021 0.013
C -0.032 1.279 0.011
C -1.711 -1.612 0.004
N 3.032 0.021 -0.018
H -1.083 1.510 -0.004
H 0.658 2.110 0.010
H -2.526 -2.274 -0.020

Calculated values
HOMO energy (spin up / spin down) ... -6.709 / -11.464 eV
Lowest unoccupied orbital energy (spin up / spin down) ... 0.83 / -3.47 eV
Spin multiplicity ... 3
Net charge ... 0
Kohn-Sham gap (spin up / spin down) ... 7.54 / 7.99 eV

---

The computed energies, referenced to the most stable structure and given in hartree, are entry w 0.0496; entry x 0.0000.